ORCA calculation (wB97M-V/def2-TZVPD) on a 2-piece molecular cluster, C4H6N3 overall.

Results
Orbital gap (spin up / spin down)   8.410 / 8.666 eV
Energy above the lowest of the compared OMol25 structures with the same formula, charge and spin   4.682 eV
Lowest unoccupied orbital energy (spin up / spin down)   -4.9191 / -4.8260 eV

```
! wB97M-V def2-TZVPD RIJCOSX def2/J DEFGRID3
* xyz 1 1
C 2.077 0.883 -0.741
C 2.217 2.015 -0.093
C 1.019 1.228 0.211
C -1.136 -0.738 0.274
N -0.009 1.122 0.838
N -0.529 -1.871 0.131
N -2.384 -0.441 0.161
H 2.399 0.161 -1.454
H 2.704 2.923 0.166
H 0.462 -1.943 0.315
H -1.021 -2.735 -0.086
H -2.681 0.512 0.323
H -3.119 -1.117 -0.047
*
```

Here are the natural (NBO) charges for atoms 1 to 4, given in e: -0.117 -0.059 0.138 0.581

---

ORCA calculation (wB97M-V/def2-TZVPD) on one molecule with the formula C24H27FN4O2S.

Results
Structure (SMILES)   O=S(=O)(c1ccc2nc(N3CCN(c4ccccc4F)CC3)ccc2c1)N1CCCCC1
Orbital gap   8.084 eV
Energy above the lowest of the compared OMol25 structures with the same formula, charge and spin   0.000 eV
Lowest unoccupied orbital energy   0.1202 eV

```
! wB97M-V def2-TZVPD RIJCOSX def2/J DEFGRID3
* xyz 0 1
O -4.066 -2.328 -0.936
S -4.037 -1.480 0.220
O -4.372 -2.036 1.498
N -5.098 -0.227 -0.065
C -4.974 0.414 -1.351
C -6.249 1.200 -1.651
C -6.507 2.212 -0.537
C -6.575 1.487 0.804
C -5.289 0.695 1.029
H -5.349 0.096 1.938
H -4.436 1.389 1.110
H -7.418 0.796 0.802
H -6.711 2.199 1.620
H -7.440 2.747 -0.724
H -5.696 2.945 -0.515
H -7.085 0.503 -1.709
H -6.147 1.704 -2.613
H -4.818 -0.378 -2.083
H -4.106 1.095 -1.367
C -2.434 -0.693 0.323
C -1.697 -0.527 -0.817
C -0.473 0.156 -0.758
C 0.354 0.386 -1.884
C 1.537 1.040 -1.739
C 1.936 1.472 -0.438
N 1.152 1.313 0.614
C -0.021 0.675 0.487
C -0.816 0.486 1.639
C -2.003 -0.190 1.555
H -2.619 -0.371 2.421
H -0.456 0.878 2.577
N 3.117 2.107 -0.225
C 4.251 2.033 -1.120
H 4.461 3.023 -1.546
H 4.032 1.343 -1.933
C 5.486 1.514 -0.341
N 5.050 0.681 0.762
C 4.477 -0.555 0.455
C 5.152 -1.469 -0.365
C 4.643 -2.708 -0.689
C 3.418 -3.102 -0.180
C 2.736 -2.239 0.658
C 3.256 -0.997 0.973
H 2.672 -0.352 1.608
H 1.778 -2.523 1.068
H 3.009 -4.067 -0.432
H 5.222 -3.354 -1.331
F 6.374 -1.156 -0.878
C 4.438 1.526 1.767
H 3.938 0.912 2.512
C 3.465 2.540 1.111
H 3.940 3.523 1.027
H 2.544 2.630 1.685
H 5.247 2.068 2.270
H 6.146 0.971 -1.013
H 6.052 2.345 0.085
H 2.149 1.246 -2.602
H 0.026 0.042 -2.855
H -2.054 -0.942 -1.747
*
```

Here are the natural (NBO) charges for atoms 1 to 4, given in e: -0.942 2.339 -0.940 -0.669

---

ORCA calculation (wB97M-V/def2-TZVPD) on Li2O8S2Sr4 as an isolated structure.

Results
Orbital gap   1.856 eV
Lowest unoccupied orbital energy   -21.1054 eV

```
! wB97M-V def2-TZVPD RIJCOSX def2/J DEFGRID3
* xyz 6 1
Sr 3.778 -1.654 -0.213
Sr -1.577 -3.691 1.693
Sr 0.176 1.484 -2.733
Sr 0.145 -4.606 -1.929
Li 0.497 0.317 2.463
Li -2.219 0.307 -0.494
S 0.048 -1.330 -0.329
O -0.156 -0.379 -1.401
O 1.392 -1.927 -0.721
O -0.036 -0.579 0.876
O -0.883 -2.450 -0.229
S -0.179 2.843 0.600
O -0.208 2.192 1.945
O 1.095 3.434 0.186
O -0.866 2.031 -0.425
O -1.007 4.009 0.711
*
```

Here are the natural (NBO) charges for atoms 1 to 4, given in e: 1.939 1.724 1.957 1.632

---

ORCA calculation (wB97M-V/def2-TZVPD) on C3H8IN4 as an isolated structure.

Results
Orbital gap   8.191 eV
Energy above the lowest of the compared OMol25 structures with the same formula, charge and spin   0.193 eV
Lowest unoccupied orbital energy   -5.0319 eV

```
! wB97M-V def2-TZVPD RIJCOSX def2/J DEFGRID3
* xyz 1 1
C 0.970 -3.014 -2.099
C 0.524 -1.969 0.031
C 0.511 1.504 0.658
N 0.593 -2.844 -0.900
N -0.240 -0.608 -0.354
N -1.687 0.883 0.962
N -0.306 0.280 0.724
I 0.868 -2.232 2.124
H 1.873 -2.458 -2.610
H 0.501 -3.705 -2.622
H 1.584 1.342 0.649
H 0.264 1.986 -0.310
H 0.220 2.172 1.428
H -1.584 1.896 0.796
H -2.300 0.446 0.313
H -0.030 -0.191 1.600
*
```

Here are the natural (NBO) charges for atoms 1 to 4, given in e: 0.154 0.299 -0.438 -0.424

---

ORCA calculation (wB97M-V/def2-TZVPD) on a 3-piece molecular cluster, C27H51BrCl2N3O3P overall.

Results
Orbital gap (spin up / spin down)   8.542 / 8.554 eV
Lowest unoccupied orbital energy (spin up / spin down)   0.5321 / 0.5180 eV

```
! wB97M-V def2-TZVPD RIJCOSX def2/J DEFGRID3
* xyz 0 3
C 0.486 -0.173 -3.789
C -0.783 -0.851 -3.376
Cl -0.773 -2.562 -3.610
C -1.834 -0.218 -2.832
Cl -3.178 -1.144 -2.250
P -1.837 1.573 -2.475
C -3.609 2.059 -2.223
C -4.761 1.588 -3.154
C -4.412 1.556 -4.625
N -4.619 2.787 -5.355
O -4.002 0.583 -5.198
C -1.453 2.457 -4.064
C -0.634 3.733 -3.899
C -1.071 4.636 -2.762
Br 1.267 3.355 -3.709
H 0.683 0.670 -3.129
H 0.418 0.165 -4.820
H 1.321 -0.861 -3.716
H -3.829 1.704 -1.218
H -3.651 3.143 -2.169
H -5.574 2.307 -3.056
H -5.151 0.634 -2.838
H -4.421 3.581 -4.755
H -5.603 2.860 -5.593
H -0.964 1.792 -4.768
H -2.370 2.773 -4.554
H -0.718 4.269 -4.839
H -0.630 5.621 -2.892
H -0.762 4.227 -1.806
H -2.153 4.760 -2.805
C 2.202 -5.525 1.982
C 0.965 -5.006 2.739
C 0.004 -6.156 3.031
C -0.691 -6.681 1.774
C -1.384 -5.553 1.006
C -0.492 -4.341 0.729
N 0.243 -3.945 1.972
O -0.494 -3.223 2.747
C 0.485 -4.640 -0.421
C -1.345 -3.167 0.270
C 1.485 -4.398 4.035
H 2.881 -5.999 2.690
H 1.975 -6.274 1.229
H 2.740 -4.706 1.503
H -0.755 -5.816 3.742
H 0.557 -6.960 3.521
H 0.022 -7.198 1.127
H -1.433 -7.429 2.059
H -1.761 -5.926 0.052
H -2.257 -5.223 1.579
H 1.208 -3.830 -0.527
H -0.071 -4.712 -1.355
H 1.028 -5.574 -0.307
H -2.156 -2.952 0.962
H -1.786 -3.397 -0.699
H -0.743 -2.264 0.159
H 2.192 -3.593 3.827
H 2.000 -5.169 4.606
H 0.684 -3.998 4.652
C 1.414 1.780 3.615
C 1.883 1.691 2.151
C 3.404 1.789 2.075
C 3.928 3.187 2.400
C 3.256 4.249 1.529
C 1.727 4.174 1.515
N 1.276 2.763 1.300
O 1.318 2.446 0.050
C 1.144 4.750 2.816
C 1.184 5.030 0.378
C 1.406 0.342 1.635
H 1.565 0.813 4.095
H 1.961 2.507 4.210
H 0.351 2.015 3.672
H 3.730 1.513 1.067
H 3.836 1.054 2.757
H 3.783 3.418 3.459
H 5.006 3.217 2.232
H 3.548 5.247 1.862
H 3.621 4.143 0.503
H 0.069 4.572 2.864
H 1.307 5.827 2.839
H 1.599 4.349 3.718
H 1.637 4.778 -0.578
H 1.399 6.077 0.591
H 0.103 4.912 0.286
H 0.322 0.258 1.716
H 1.852 -0.447 2.238
H 1.687 0.176 0.598
*
```

Here are the Löwdin charges for atoms 1 to 4, given in e: -0.149 -0.807 0.676 -0.855

---

ORCA calculation (wB97M-V/def2-TZVPD) on one molecule with the formula C2H3Cl2F.

Results
Structure (SMILES)   F[C@H](Cl)CCl
Orbital gap   11.603 eV
Energy above the lowest of the compared OMol25 structures with the same formula, charge and spin   1.045 eV
Lowest unoccupied orbital energy   0.6262 eV

```
! wB97M-V def2-TZVPD RIJCOSX def2/J DEFGRID3
* xyz 0 1
C 0.241 -0.418 0.451
C -0.576 0.436 -0.466
H 0.029 -0.413 1.517
H 0.147 -1.412 0.112
H -1.612 0.123 -0.094
F -0.422 -0.154 -1.689
Cl 2.050 -0.322 0.687
Cl 0.142 2.159 -0.517
*
```

Here are the natural (NBO) charges for atoms 1 to 4, given in e: -0.413 0.195 0.236 0.233

---

| no. | molecular weight (g/mol) |
| --- | --- |
| 1 | 96.11 |
| 2 | 454.57 |
| 3 | 556.49 |
| 4 | 227.03 |
| 5 | 647.51 |
| 6 | 116.95 |